1.
ORCA calculation (ωB97M-V/def2-TZVPD) on C40H49N6OPSSbTl as an isolated structure.

Last column: Löwdin charge in e.
Positions of all 100 atoms, in Å:
C1 -0.813481 -5.854971 4.315898  -0.08
C2 -2.418656 -3.518523 -2.121785  -0.02
C3 -2.182729 -6.092562 4.378080  -0.09
C4 1.720134 3.213874 3.586193  -0.03
H1 1.849764 4.177828 -4.183891  0.06
H2 -0.127514 -6.495468 4.855539  0.10
C5 -0.962700 5.223512 -4.594826  -0.14
H3 3.518450 -2.743143 -0.872644  0.09
H4 0.800857 4.469317 5.062362  0.11
C6 2.391613 -4.569598 -1.011974  -0.08
H5 3.094260 4.855203 -3.132897  0.08
H6 -1.458054 4.283171 3.991011  0.10
H7 2.652001 3.147545 -2.997316  0.03
C7 2.341921 -1.168009 4.384178  -0.07
N1 -2.935324 -6.234678 -3.024381  0.17
C8 0.376205 -1.615799 3.055636  -0.38
C9 -3.057552 -5.272194 3.686002  -0.09
H8 -4.124079 -5.452324 3.731218  0.10
C10 -0.079500 -2.390655 -2.919442  -0.13
C11 1.248930 -5.244475 -0.600772  -0.09
H9 -1.275432 -0.291514 3.393903  0.10
C12 -1.465458 -4.324075 -2.732218  -0.15
P1 -0.638673 -2.544397 1.841402  1.05
C13 0.658074 3.884008 4.162906  -0.07
H10 -2.662891 6.189401 -0.431035  0.08
C14 -1.196002 -3.967158 2.861747  -0.38
H11 1.116953 4.730437 0.064899  0.06
N2 4.694790 -0.470442 -1.468832  0.05
C15 2.639653 -3.286683 -0.549738  -0.07
H12 1.991630 -1.694157 0.711528  0.06
H13 -1.672528 2.930544 1.921559  0.10
C16 -2.135186 -2.172668 -1.954716  -0.16
H14 -3.668949 3.342387 -1.414149  0.06
Sb1 -0.475783 3.169154 -2.238240  1.44
H15 -1.276432 5.386877 -5.631358  0.08
C17 -2.140595 5.695578 -1.257698  -0.14
H16 -2.849498 -1.518349 -1.465736  0.11
S1 2.267859 0.339962 -2.121183  0.46
H17 -1.538789 5.907538 -3.971413  0.06
H18 2.174375 3.430484 -0.494378  0.05
C18 1.688294 -0.116046 5.012945  -0.09
C19 1.755589 -2.684352 0.336758  -0.14
H19 -3.599625 3.915771 0.248942  0.08
H20 4.797967 -0.521733 -2.466741  0.07
C20 -0.325424 -4.800909 3.563276  -0.09
H21 3.605768 1.810591 2.313052  0.12
H22 0.851187 -1.907581 -3.196497  0.07
H23 5.527912 -0.347973 -0.914745  0.09
Tl1 0.063925 0.309658 -0.298055  0.49
O1 -0.699137 -6.558231 -2.997405  0.06
C21 2.256581 4.151584 -3.170815  -0.16
N3 0.307466 2.403699 1.838445  0.07
H24 0.085845 5.511574 -4.521912  0.05
C22 0.381787 0.191124 4.665518  -0.09
H25 2.211556 -2.731043 2.931004  0.10
C23 1.688964 -1.917231 3.417349  -0.09
H26 1.033446 -6.233229 -0.985168  0.10
H27 -0.131720 1.016549 5.142408  0.10
H28 -0.520286 -5.177858 0.595658  0.11
C24 -2.670057 3.386430 -4.352209  -0.17
C25 -2.563160 -4.213914 2.931344  -0.11
H29 3.364658 -1.406176 4.647826  0.10
H30 -2.755347 2.431118 -0.217818  0.04
C26 -0.593795 3.784760 3.574235  -0.06
H31 -1.264354 6.299132 -1.500128  0.06
H32 3.081999 -5.042475 -1.699398  0.11
C27 0.612792 -3.356030 0.772746  -0.38
C28 -3.013158 3.441783 -0.545790  -0.17
H33 -2.562555 -6.917906 4.966652  0.10
N4 3.645855 0.537917 0.252916  -0.03
H34 2.709867 3.249789 4.022718  0.11
C29 -1.647232 -5.801587 -2.935528  -0.49
H35 -3.245327 -3.569074 2.389315  0.09
H36 0.826559 5.511847 -2.297936  0.07
C30 -1.772231 4.268073 -0.875145  -0.58
C31 2.636576 1.758660 1.817239  -0.12
C32 1.826460 4.442983 -0.714602  -0.15
H37 2.201311 0.465845 5.768839  0.10
N5 2.508165 1.122011 0.719824  -0.09
H38 -1.141482 4.305540 0.019456  0.04
C33 -0.710766 3.030216 2.415941  -0.15
C34 0.365990 -4.639297 0.279234  -0.10
H39 -3.075450 -7.205606 -3.246923  0.11
H40 0.499094 -4.358422 -3.580017  0.12
H41 -2.849276 2.339891 -4.095450  0.07
C35 1.508204 2.473216 2.423351  -0.29
C36 3.569815 0.155877 -1.002647  -0.91
H42 -2.812256 5.717013 -2.118196  0.06
H43 0.742665 -4.626673 3.515484  0.10
C37 1.217372 4.507180 -2.111122  -0.58
H44 -0.612546 3.129798 -4.870174  0.08
H45 -3.305809 4.001231 -3.710503  0.06
H46 2.687788 5.115060 -0.642613  0.08
H47 -3.007158 3.538783 -5.382122  0.07
C38 -1.199465 3.769500 -4.203951  -0.58
N6 -0.997514 -1.609012 -2.351606  0.01
H48 -3.349227 -3.921138 -1.742939  0.11
H49 -3.685734 -5.591627 -3.199386  0.09
C39 -0.271169 -3.747187 -3.131833  0.00
C40 -0.261866 -0.546868 3.683459  -0.11

Forces on atoms 1 to 6 (eV/Å):
C 0.00 0.00 0.00
C 0.00 -0.01 -0.02
C 0.00 0.00 0.00
C -0.01 0.00 0.01
H -0.01 0.00 -0.01
H 0.00 0.00 0.00

Output
HOMO energy   -7.114 eV
Maximum force   0.003 hartree/bohr
Energy   -84619.35507 eV
Lowest unoccupied orbital energy   0.18 eV
Relative energy (zero: lowest compared OMol25 entry of this formula, charge and spin)   0.0 kcal per mole
Orbital gap   7.290 eV



2.
ORCA calculation (ωB97M-V/def2-TZVPD) on C40H50AsB2F4GeN7SeZn as an isolated structure in a non-equilibrium geometry.

Last column: Löwdin charge in e.
Positions of all 107 atoms, in Å:
H1 -2.203044 0.727326 3.016244  0.08
C1 -1.259039 1.019894 3.453783  -0.05
H2 -0.648981 -6.114259 -2.720708  0.09
C2 4.004222 -0.552883 0.073939  -0.30
C3 -1.261246 1.477828 4.761759  -0.09
C4 4.121365 0.403849 -1.097718  -0.07
H3 5.081231 0.276990 -1.603495  0.07
H4 -2.507948 -2.097570 -2.267869  0.09
H5 -1.106900 -0.144482 -2.585432  -0.02
N1 0.440121 -3.661266 -2.421386  -0.29
H6 0.108178 -1.462447 -7.260833  0.01
Ge1 -0.806082 -0.502791 -5.067228  0.73
H7 -2.866026 -2.003955 -5.061483  0.02
H8 -3.430939 -5.642082 0.535822  0.09
H9 3.874433 4.836199 1.949192  0.11
H10 0.575627 -1.937584 1.883370  0.05
B1 -5.005486 0.186308 0.897584  -0.40
H11 -2.905322 -0.909453 -6.464688  0.01
C5 -2.648610 -5.244436 -0.103142  -0.12
H12 -0.095298 2.184780 6.438961  0.08
N2 -4.627784 -0.667087 -0.359774  -0.06
C6 -1.095900 -5.513306 -1.935660  -0.08
N3 -0.072159 0.436949 1.372452  -0.31
H13 3.854324 1.193671 2.074514  0.04
H14 -4.773310 -0.433689 1.910843  0.07
Se1 0.576309 -2.016150 -1.869516  1.09
H15 -6.532832 -0.975833 -1.196687  0.11
C7 3.113495 4.416105 1.293289  -0.03
H16 -3.403234 4.636664 1.352240  0.08
H17 -2.208260 1.534089 5.286529  0.10
H18 -1.310209 2.937185 0.847050  0.09
C8 2.958612 3.024313 1.269230  -0.26
H19 2.058483 1.026475 2.930649  0.05
H20 -1.215437 2.021179 -5.182147  0.01
H21 3.324241 0.217928 -1.823241  0.06
H22 3.753669 -3.198182 2.863422  0.12
C9 -2.105691 -6.023629 -1.123601  -0.15
C10 -2.196704 -3.944515 0.121167  -0.05
C11 6.228290 -3.157121 1.749788  -0.07
H23 0.115277 -2.706406 -5.983403  0.02
H24 -0.686715 1.440807 -6.785287  0.01
H25 1.484163 -2.971012 2.982277  0.08
C12 3.840697 -2.432597 2.095634  -0.02
H26 6.010711 -4.215456 1.575622  0.08
C13 -2.672399 -0.981247 -5.396865  -0.23
N4 -2.804065 1.467975 0.691938  0.01
C14 1.111038 1.674538 4.724725  -0.11
C15 1.218088 3.311544 -0.380643  -0.28
H27 -0.405915 2.026217 -1.114260  0.02
F1 -1.234156 -2.351885 4.221636  0.10
H28 3.790587 2.547848 3.201382  0.08
H29 1.227870 -1.273104 3.362863  0.07
H30 2.055311 1.893654 5.215680  0.09
H31 4.961822 2.544855 1.877605  0.08
N5 -4.145936 1.496818 0.873321  -0.07
C16 2.720116 -1.648339 1.820224  -0.24
H32 1.584861 7.248712 0.940551  0.07
C17 2.502936 6.765060 0.599948  -0.06
C18 -5.470138 -1.145583 -1.286167  -0.10
F2 -3.083865 -3.488552 3.347233  0.09
C19 5.093088 -1.364826 0.376700  -0.04
H33 4.033075 1.447105 -0.784860  0.06
Zn1 -1.666471 -0.506867 0.548769  0.66
C20 0.311791 -1.650048 -6.202401  -0.24
C21 -0.288033 -0.535776 -3.203316  -0.46
H34 3.303768 7.036168 1.288360  0.06
H35 -2.622804 -3.356603 0.928877  0.09
H36 1.373381 -1.457875 -6.008789  0.01
N6 -0.632293 -2.127646 -0.556007  -0.30
C22 -3.409949 -1.705199 -1.815989  -0.16
C23 1.398323 4.688247 -0.314625  -0.03
C24 1.434451 -1.969631 2.550218  -0.04
C25 -1.180571 -3.418074 -0.680433  -0.39
B2 -2.496871 -2.225202 3.603338  -1.15
H37 -5.104048 -2.343450 -3.116767  0.08
F3 -2.284048 -1.584463 2.286144  0.00
C26 2.334047 5.267095 0.534814  -0.28
C27 0.265073 2.808191 -1.456188  -0.11
C28 2.831210 -0.635751 0.848785  -0.31
C29 3.937907 2.268949 2.151627  -0.06
H38 -0.345965 3.629143 -1.838990  0.08
As1 1.345622 0.531920 0.246848  1.27
H39 -5.597100 2.959393 1.326722  0.11
H40 0.496094 1.654896 -5.468395  0.01
H41 0.545517 0.165127 -3.106961  -0.05
C30 -0.083507 1.831949 5.413846  -0.13
H42 -2.459151 -7.039066 -1.279005  0.08
H43 0.796554 5.326752 -0.960507  0.11
C31 -2.368975 2.715733 0.873552  -0.17
H44 7.094101 -2.886113 1.141997  0.06
C32 1.117225 1.208495 3.415542  -0.08
C33 -4.552726 2.745981 1.143579  -0.11
H45 -6.177035 0.503784 0.788791  0.06
C34 -4.735370 -1.831845 -2.241913  -0.07
C35 1.966954 2.448262 0.460417  -0.24
C36 5.038475 -2.292946 1.410101  -0.28
C37 -0.528403 1.344534 -5.702866  -0.24
F4 -3.363102 -1.386556 4.339267  0.09
H46 6.504447 -3.049423 2.801769  0.07
C38 -0.619109 -4.216697 -1.722460  -0.42
C39 -3.438672 3.573636 1.160463  -0.08
H47 0.834177 2.392805 -2.292860  0.07
H48 6.001312 -1.272495 -0.214746  0.10
H49 -3.337320 -0.313652 -4.840073  0.02
N7 -3.352019 -1.004122 -0.682300  0.02
H50 2.744485 7.176068 -0.383368  0.07
C40 -0.063985 0.891234 2.712065  -0.35

Forces on atoms 1 to 6 (eV/Å):
H 0.05 0.02 -0.01
C 0.03 -0.02 -0.12
H -0.01 0.04 0.01
C 0.02 0.14 0.02
C 0.07 -0.02 -0.07
C 0.00 -0.11 0.22

Output
Net charge   -2
HOMO energy   -1.442 eV
Maximum force   0.021 hartree/bohr
Energy   -296073.35204 eV
Lowest unoccupied orbital energy   3.95 eV
Orbital gap   5.395 eV



Q: The highest energy belongs to which entry?
A: C40H49N6OPSSbTl